No. 1
{
  "formula": "C5H7O6P",
  "method": "ωB97M-V/def2-TZVPD",
  "e_above_lowest_ev": 0.000,
  "homo_energy_ev": -9.89,
  "gap_ev": 9.95,
  "smiles": "O=C1O[C@@H](CO)[C@H](O)C(=O)P1O",
  "symbols": ["H", "O", "H", "H", "C", "H", "O", "C", "O", "O", "O", "P", "H", "H", "C", "H", "C", "C", "O"],
  "positions_angstrom": [[-0.20678, -2.07107, 2.26300], [2.80312, -0.78229, 0.35992], [-1.21982, -1.66469, -0.34194], [-1.91207, 0.93458, -0.39499], [-1.26892, -0.62670, 1.54892], [-0.54353, -0.32713, -2.52429], [0.64310, -1.20489, 0.28062], [-0.72069, -0.80148, 0.11673], [-1.31582, 0.06042, -2.08683], [2.74807, 1.73054, -1.19700], [0.24280, 2.42569, -0.11303], [1.63026, 0.66843, -1.58115], [-2.33740, -0.40356, 1.51303], [-0.73944, 0.20669, 2.03249], [0.15757, 1.38900, -0.72468], [2.45916, 2.39069, -0.54344], [1.72941, -0.55705, -0.11268], [-1.01393, 0.43717, -0.77619], [-1.13508, -1.80437, 2.28149]],
  "forces_ev_per_a": [[-0.1, 0.0, 0.0], [-0.1, -0.1, 0.1], [0.0, 0.2, 0.0], [0.2, -0.1, 0.1], [0.2, 0.2, -0.6], [-0.2, 0.1, 0.0], [-0.3, -0.7, 0.3], [-0.9, 0.2, 0.4], [0.0, -0.1, -0.7], [0.5, 0.6, 0.0], [-0.3, -0.1, 0.0], [-0.2, -0.7, 0.1], [0.1, 0.1, -0.1], [-0.1, 0.1, -0.1], [0.4, 0.1, 0.0], [-0.1, -0.1, 0.1], [0.8, 0.8, -0.7], [-0.2, -0.2, 0.8], [0.1, -0.4, 0.2]]
}



No. 2
{
  "formula": "C5H7OP",
  "method": "ωB97M-V/def2-TZVPD",
  "e_above_lowest_ev": 5.817,
  "homo_energy_ev": [-7.91, -7.52],
  "gap_ev": [7.89, 7.09],
  "smiles": "C=P1=C2O[C@H]2CC1",
  "symbols": ["H", "H", "H", "C", "C", "H", "C", "O", "H", "H", "P", "C", "C", "H"],
  "positions_angstrom": [[1.23333, -1.97244, -0.22749], [0.18049, 1.53160, -2.07961], [-0.75733, 0.11496, 1.97276], [0.64931, -1.02375, 0.15362], [0.10289, 1.05957, -1.03278], [1.63475, -0.24532, -1.60457], [-1.35109, 0.81063, -0.54281], [-0.53190, 1.77438, -0.02070], [1.99351, 0.55407, -0.13298], [-2.52911, -0.30473, 1.71661], [-1.20784, -1.07459, -0.09285], [1.20977, 0.04045, -0.64912], [-1.52725, -0.29002, 1.38765], [0.90047, -0.97482, 1.15227]],
  "forces_ev_per_a": [[-1.6, 1.1, 0.9], [-0.2, -0.4, 1.8], [0.7, 0.5, 0.8], [0.7, -4.2, -2.2], [0.4, -0.8, -1.4], [0.0, -0.4, -0.1], [-0.3, 0.8, -1.6], [0.5, 1.2, 0.4], [0.7, 0.5, 0.4], [-1.0, 0.6, 0.4], [0.6, -0.8, 0.7], [-0.6, 3.3, -1.7], [-0.2, -1.8, -0.5], [0.3, 0.3, 2.2]]
}



No. 3
{
  "formula": "C5H7P",
  "method": "ωB97M-V/def2-TZVPD",
  "e_above_lowest_ev": 3.597,
  "homo_energy_ev": -9.43,
  "gap_ev": 10.45,
  "smiles": "C=C=CP.C#C",
  "symbols": ["H", "C", "P", "H", "H", "C", "C", "H", "H", "H", "C", "C", "H"],
  "positions_angstrom": [[-3.37037, -0.66850, -1.11669], [1.93489, -0.40597, -0.03297], [1.05874, -1.98186, 0.43200], [0.29990, 2.06873, -1.30195], [-1.25256, 0.19780, 1.20436], [0.71749, 1.78765, -0.39464], [1.34505, 0.73555, -0.17680], [0.09006, -1.61429, -0.44590], [0.25297, -1.59165, 1.53616], [0.53765, 2.38336, 0.45993], [-1.97728, -0.05175, 0.48826], [-2.65667, -0.36607, -0.42702], [3.02011, -0.49300, -0.22474]],
  "forces_ev_per_a": [[-0.6, -0.3, -0.9], [1.2, -0.7, 0.6], [0.8, 0.1, 0.1], [-0.7, 0.4, -1.6], [0.2, 0.2, 0.5], [-1.3, 2.6, 0.8], [2.0, -3.6, -0.1], [-1.2, -0.3, -0.8], [0.3, 0.2, 0.0], [-0.2, 1.1, 0.6], [0.8, 0.3, 0.6], [-0.7, -0.2, -0.2], [-0.6, 0.2, 0.3]]
}



No. 4
{
  "formula": "C5H7PS",
  "method": "ωB97M-V/def2-TZVPD",
  "e_above_lowest_ev": 3.428,
  "homo_energy_ev": [-8.52, -8.57],
  "gap_ev": [7.52, 6.34],
  "smiles": "CP1#CC(=S)CC1",
  "symbols": ["C", "H", "C", "C", "C", "H", "H", "H", "H", "P", "H", "C", "S", "H"],
  "positions_angstrom": [[-2.15988, 0.67209, -1.04232], [-0.22425, -1.19575, 1.60598], [-0.85916, 1.50057, -1.12627], [0.29703, 0.71232, -0.49616], [0.15391, -1.85311, 0.82482], [-0.39796, -2.79235, 0.83969], [1.26366, 1.02734, -0.89406], [1.20807, -2.06608, 0.99452], [-0.68181, 1.64704, -2.19432], [-0.07394, -1.10368, -0.85783], [0.30641, 0.84922, 0.58848], [-1.75960, -0.54856, -0.67485], [-3.58789, 1.52626, -1.32821], [-0.99575, 2.47795, -0.65959]],
  "forces_ev_per_a": [[0.7, 1.6, 0.2], [0.0, 0.0, 0.0], [0.2, 0.2, -0.2], [0.3, 0.0, -0.1], [0.0, 0.0, -0.3], [0.0, 0.0, 0.1], [0.0, -0.1, 0.0], [0.0, 0.0, 0.0], [0.1, 0.1, 0.0], [-0.3, 0.5, 0.7], [0.0, 0.0, -0.1], [-0.9, -1.3, -0.2], [-0.2, -0.8, 0.1], [0.0, -0.1, -0.1]]
}



No. 5
{
  "formula": "C5H8",
  "method": "ωB97M-V/def2-TZVPD",
  "e_above_lowest_ev": 1.282,
  "homo_energy_ev": -9.93,
  "gap_ev": 11.07,
  "smiles": "C#CC(C)C",
  "symbols": ["H", "C", "H", "H", "H", "C", "H", "H", "C", "H", "C", "H", "C"],
  "positions_angstrom": [[1.52375, 1.37071, -0.98910], [1.09100, 0.36521, -1.03275], [1.89055, -0.34371, -1.26987], [-1.59020, -3.09958, 0.35667], [1.17651, 0.08284, 1.09432], [-0.71436, 1.02577, 0.62908], [-1.52867, 0.87933, -0.08699], [-0.37234, 2.06302, 0.57142], [0.41570, 0.03754, 0.30384], [-1.11099, 0.83140, 1.63029], [-0.92822, -2.26296, 0.33074], [0.36132, 0.34269, -1.84860], [-0.21405, -1.29225, 0.31095]],
  "forces_ev_per_a": [[-0.1, -0.1, 0.0], [0.0, 0.0, -0.1], [-0.1, 0.1, 0.1], [0.2, 0.0, 0.0], [-0.1, -0.1, -0.1], [0.0, 0.1, 0.0], [0.1, 0.1, 0.1], [0.0, -0.1, 0.0], [0.0, -0.1, 0.0], [0.1, 0.1, -0.2], [0.3, 0.3, 0.0], [0.1, 0.0, 0.1], [-0.4, -0.4, 0.0]]
}



No. 6
{
  "formula": "C5H8",
  "method": "ωB97M-V/def2-TZVPD",
  "e_above_lowest_ev": 2.496,
  "homo_energy_ev": -9.64,
  "gap_ev": 10.71,
  "smiles": "C#CCCC",
  "symbols": ["H", "H", "H", "H", "C", "C", "C", "H", "H", "C", "H", "C", "H"],
  "positions_angstrom": [[-0.07494, 1.71959, 0.43816], [2.68334, 0.14276, 0.86132], [-0.46290, -0.23725, 1.45717], [-2.64139, -1.59299, -2.13514], [-1.18990, -0.73384, -0.47627], [-0.14870, -0.38148, 0.47688], [-2.05253, -1.26712, -1.23755], [0.48955, -1.31396, 0.50512], [1.82407, 1.26511, 1.88704], [0.55828, 0.91695, 0.07188], [2.64626, 1.81111, 0.22427], [2.00432, 1.01759, 0.81346], [0.50720, 0.89302, -1.12835]],
  "forces_ev_per_a": [[0.1, 0.3, -0.3], [-0.9, 0.0, -0.5], [-1.1, -0.1, 1.8], [0.8, 0.5, 1.7], [-4.6, -2.9, -3.1], [1.2, -1.1, -1.5], [3.2, 2.2, 1.6], [-0.1, 1.2, -0.1], [0.2, 0.3, -0.9], [1.6, -1.4, -1.5], [-1.3, -1.2, 1.6], [0.0, 1.5, -1.6], [0.9, 0.5, 2.7]]
}



No. 7
{
  "formula": "C5H8",
  "method": "ωB97M-V/def2-TZVPD",
  "e_above_lowest_ev": 0.131,
  "homo_energy_ev": -9.04,
  "gap_ev": 10.29,
  "smiles": "C1=CCCC1",
  "symbols": ["C", "H", "H", "H", "C", "H", "H", "C", "H", "C", "C", "H", "H"],
  "positions_angstrom": [[-0.52283, 0.98336, -0.75162], [1.94297, -0.13139, 1.03953], [-1.03390, 1.71442, -1.37145], [-2.16114, 0.05152, 0.36687], [-0.14985, -0.79736, 0.78821], [1.75648, -0.83982, -0.53530], [1.54372, 1.60030, -0.95260], [0.78654, 0.96381, -0.50733], [-0.30610, -0.35791, 1.78371], [1.20913, -0.27095, 0.23723], [-1.22810, -0.21226, -0.14993], [-1.50734, -0.93235, -0.93306], [-0.22613, -1.88185, 0.91490]],
  "forces_ev_per_a": [[0.2, 0.0, 0.0], [-0.2, 0.3, -0.1], [0.1, -0.1, 0.1], [0.3, -0.1, 0.0], [0.1, 0.0, 0.0], [-0.5, -0.6, 0.4], [-0.3, 0.3, 0.1], [-0.1, 0.0, -0.2], [0.2, -0.1, -0.2], [0.0, 0.0, 0.0], [0.0, 0.0, 0.0], [0.1, 0.2, 0.0], [0.1, 0.2, -0.2]]
}



No. 8
{
  "formula": "C5H8",
  "method": "ωB97M-V/def2-TZVPD",
  "e_above_lowest_ev": 1.032,
  "homo_energy_ev": -9.40,
  "gap_ev": 10.67,
  "smiles": "C[C@@H]1C=CC1",
  "symbols": ["C", "H", "H", "C", "H", "H", "H", "H", "C", "C", "C", "H", "H"],
  "positions_angstrom": [[-0.86030, 0.90569, 0.11732], [-0.44419, 1.50628, 0.93551], [1.53144, -0.20965, 1.22764], [-0.24000, -0.52787, 0.02185], [1.00056, -0.53316, -2.02209], [-0.25243, 2.00150, -1.90728], [0.21211, -1.03477, 2.08467], [-1.01721, -1.29340, -0.10465], [-0.22698, 1.14815, -1.23438], [0.34466, -0.05430, -1.29758], [0.72533, -0.94498, 1.12017], [1.18147, -1.91527, 0.89155], [-1.95445, 0.95177, 0.16727]],
  "forces_ev_per_a": [[-0.1, 0.1, 0.1], [-0.1, -0.1, -0.1], [-0.1, -0.1, 0.0], [0.0, -0.1, 0.1], [-0.2, 0.1, 0.1], [0.1, -0.1, 0.1], [0.1, 0.0, -0.1], [0.1, 0.1, 0.0], [0.0, 0.1, -0.1], [0.1, 0.0, -0.1], [0.0, 0.0, 0.0], [0.0, 0.1, 0.0], [0.2, 0.0, 0.0]]
}